Formula: C14H52F2InNO18S2
Source: the OMol25 dataset
Level of theory: ωB97M-V/def2-TZVPD

Geometry as XYZ:
```
90
Properties=species:S:1:pos:R:3
In 5.2000 17.4471 8.1177
O 4.0445 15.4623 10.2116
C 3.2412 15.8449 11.1037
C 2.3097 14.6786 11.8678
O 2.8253 13.5525 12.1435
H 2.4858 16.5621 10.7412
H 3.7372 16.4251 11.9006
H 1.5677 14.4581 11.0782
H 1.8910 15.0890 12.7951
N 3.4282 16.7759 6.1542
S 3.1453 16.4262 4.6666
O 2.2380 17.1976 3.8478
O 3.1816 15.0374 4.3472
F 4.4806 17.0171 4.0079
S 1.7858 16.4099 6.5233
O 1.2425 15.0992 6.4615
O 0.8631 17.5069 6.4773
F 2.1824 16.4931 8.0882
C 2.2486 11.8443 4.0467
O 1.0840 11.0482 3.7833
H 2.6943 11.3115 4.8932
H 2.9408 11.9372 3.2099
H 1.9851 12.8483 4.3703
H 1.3916 10.2428 3.3611
C -0.8463 15.2861 3.7463
O 0.1733 15.6883 2.8424
H -1.7713 15.6133 3.2568
H -0.9080 14.1987 3.7319
H -0.7183 15.6517 4.7644
H 0.2003 16.6451 2.7619
C -0.9169 19.2335 2.5579
O -0.0893 18.9144 3.6722
H -1.8595 18.6914 2.4908
H -1.1889 20.2923 2.5127
H -0.3713 18.9805 1.6444
H 0.8032 19.1981 3.4527
C 5.3018 13.8508 6.3196
O 6.1379 15.0050 6.4063
H 4.3198 14.1116 6.7044
H 5.1337 13.5226 5.2904
H 5.6835 12.9707 6.8384
H 7.0498 14.7174 6.3143
C 5.6815 19.3221 1.8141
O 5.0240 20.4402 1.2479
H 6.1226 18.7345 1.0070
H 6.4766 19.4861 2.5541
H 4.9075 18.8379 2.4058
H 5.6448 20.9330 0.7048
C 1.8631 19.6317 9.5057
O 2.5202 19.1278 8.3507
H 1.5623 20.6650 9.3156
H 0.9674 19.0032 9.5528
H 2.3518 19.6293 10.4787
H 2.0681 19.4404 7.5532
C 2.4459 12.8465 8.6429
O 3.7745 12.4074 8.9144
H 2.2418 12.9908 7.5811
H 1.6891 12.2102 9.1061
H 2.3451 13.8288 9.1106
H 3.8304 11.4813 8.6638
C 0.4351 21.6245 5.7219
O 0.9678 20.4204 6.2541
H 0.3813 22.2923 6.5813
H 1.0609 21.9771 4.8995
H -0.5845 21.5362 5.3416
H 0.4956 19.6810 5.8482
C 3.9692 20.1662 5.1878
O 5.0736 19.6875 5.9516
H 4.2392 20.0429 4.1348
H 3.0323 19.6150 5.2298
H 3.7276 21.1989 5.4427
H 5.8251 20.2337 5.7094
C -0.7787 16.6798 10.3078
O -2.0790 16.1072 10.3897
H -0.3456 16.3557 9.3571
H -0.8664 17.7508 10.0858
H -0.1034 16.6014 11.1602
H -2.1581 15.7743 11.2874
C -2.2865 18.6879 6.2723
O -1.5339 18.5036 7.4381
H -2.0974 17.9069 5.5225
H -3.3594 18.6235 6.4522
H -2.1070 19.5865 5.6664
H -0.6317 18.2752 7.1785
C -1.4542 12.6284 6.2530
O -0.3535 11.7477 6.3933
H -2.2547 12.3434 6.9319
H -1.1515 13.6763 6.2992
H -1.8348 12.4923 5.2335
H 0.0037 11.5257 5.5274
```

Kohn-Sham gap	5.85	eV
total energy	-3159.42768	a.u.
energy relative to the best compared isomer or geometry (same formula, charge and spin)	0.0	kcal/mol

---

Formula: C3H9S
Source: the OMol25 dataset
Level of theory: ωB97M-V/def2-TZVPD

Geometry as XYZ:
```
13
Properties=species:S:1:pos:R:3
S -0.7436 2.1742 -2.4685
H -0.2226 3.0014 -1.5260
C -0.7114 -1.0866 -0.4137
C 0.5067 -0.2831 -0.0490
C 0.6056 -0.0495 1.4912
H -1.5135 -1.2219 0.3564
H -1.2586 -0.6423 -1.2742
H -0.3640 -2.1811 -0.6282
H 1.4378 -0.5927 -0.5001
H 0.5021 0.8711 -0.1634
H 1.2893 0.8240 1.6503
H 0.8939 -1.0421 1.8891
H -0.4216 0.2286 1.6361
```

Kohn-Sham gap	6.41	eV
total charge	-1
total energy	-517.87091	a.u.
energy relative to the best compared isomer or geometry (same formula, charge and spin)	27.0	kcal/mol

---

Formula: C22H37F6N7O2P
Source: the OMol25 dataset
Level of theory: ωB97M-V/def2-TZVPD

Geometry as XYZ:
```
75
Properties=species:S:1:pos:R:3
P 0.2123 -0.6486 0.1251
F -0.2349 0.3808 -1.0017
F 1.3557 -1.1488 -0.8943
F 1.1003 0.4925 0.7344
F 0.6946 -1.7331 1.2365
F -0.8788 -0.1198 1.2062
F -0.7319 -1.8534 -0.3205
C 1.7655 -0.8312 4.0834
C 0.3401 -1.1120 4.2314
N -0.8273 -1.4291 4.2244
H 1.9934 0.0926 4.6151
H 1.9315 -0.7792 3.0073
H 2.3184 -1.7051 4.4279
C 4.3277 -0.7944 -2.2512
C 4.3248 -1.5456 -3.4767
N 4.3092 -2.1820 -4.4407
H 4.8602 0.1515 -2.3499
H 4.6002 -1.4701 -1.4405
H 3.2917 -0.5296 -2.0399
C -1.1962 -4.8939 -0.2377
C -1.4731 -4.1062 0.9889
N -1.7161 -3.4435 1.8896
H -2.0960 -5.0428 -0.8347
H -0.8059 -5.8907 -0.0324
H -0.6035 -4.4229 -1.0219
C -2.0802 2.9039 0.2392
C -3.1586 2.8529 -0.7339
N -3.9556 2.8672 -1.5690
H -2.2548 2.1126 0.9681
H -2.0460 3.8816 0.7199
H -1.0908 2.7867 -0.2029
C 2.5320 -3.9829 2.1622
C 2.8720 -5.3009 2.6087
N 3.2080 -6.3600 2.9544
H 3.3791 -3.3233 2.3502
H 1.6666 -3.5900 2.6958
H 2.2756 -3.9063 1.1055
C 1.7360 3.9882 -0.1782
C 3.1507 3.6612 -0.2005
N 4.2635 3.3164 -0.0688
H 1.5456 4.7930 -0.8882
H 1.5362 4.3862 0.8167
H 1.1207 3.1122 -0.3838
C 1.5831 1.4161 -3.6269
C 2.6823 1.7677 -4.5104
N 3.5450 2.0441 -5.2269
H 0.9388 0.7008 -4.1380
H 0.9455 2.2517 -3.3380
H 1.9561 1.0123 -2.6856
C -4.7617 -2.1974 -4.5712
C -3.3466 -1.8141 -4.3449
C -3.3046 -1.5057 -2.8744
O -4.6145 -0.9179 -2.6465
C -5.5435 -1.6727 -3.3741
H -4.9828 -3.2645 -4.5494
H -5.2483 -1.8960 -5.4987
H -3.0435 -0.9889 -4.9892
H -2.6415 -2.5929 -4.6355
H -2.6022 -0.6761 -2.7937
H -2.8916 -2.2508 -2.1944
H -6.3770 -1.0832 -3.7559
H -5.9152 -2.5733 -2.8854
C -0.5169 3.8876 3.1422
C 0.6696 4.3175 4.0313
C 0.8713 3.2087 5.0180
O 0.1126 2.0914 4.4604
C -0.4320 2.3740 3.1258
H -0.5760 4.2952 2.1330
H -1.3635 4.2369 3.7333
H 0.5159 5.3002 4.4772
H 1.5630 4.3984 3.4121
H 0.3174 3.5877 5.8768
H 1.9425 3.0822 5.1748
H -1.3197 1.8017 2.8566
H 0.2760 2.0254 2.3739
```

Kohn-Sham gap (spin up / spin down)	8.21 / 2.22	eV
spin multiplicity	2
<S²>	0.75
total energy	-2334.69989	a.u.

---

Formula: C5H6NO
Source: the OMol25 dataset
Level of theory: ωB97M-V/def2-TZVPD

Geometry as XYZ:
```
13
Properties=species:S:1:pos:R:3
C -1.5970 2.3218 -1.2684
C -2.1544 1.3528 -0.6289
C -0.7905 1.7328 -0.0802
C 0.1726 1.5681 0.6700
C 1.6696 -2.2409 0.5362
N 0.3652 -2.1283 -0.0502
O -0.2480 -1.1263 0.1045
H -1.2504 3.0963 -1.9620
H -3.1507 0.8613 -0.4643
H 0.9558 1.5455 1.2335
H 2.3692 -2.4965 -0.2207
H 1.6198 -3.1734 1.2079
H 2.0387 -1.3132 0.9227
```

Kohn-Sham gap (spin up / spin down)	6.12 / 6.12	eV
total charge	+1
total energy	-323.53229	a.u.
energy relative to the best compared isomer or geometry (same formula, charge and spin)	211.9	kcal/mol

---

Formula: C5H11NO2
Source: the OMol25 dataset
Level of theory: ωB97M-V/def2-TZVPD

Geometry as XYZ:
```
19
Properties=species:S:1:pos:R:3
C 1.9745 -0.4182 -1.2297
C 0.5908 -0.6495 -0.6263
C 0.3453 0.1067 0.6894
C -1.1440 0.2919 0.9485
C -1.6166 1.6143 0.4063
O -2.8726 1.8423 0.8749
O -1.0327 2.4185 -0.2600
N 0.2433 -2.0604 -0.4900
H 2.3996 0.5340 -0.9184
H 2.6429 -1.2170 -0.9288
H 1.9715 -0.2016 -2.3014
H -0.1111 -0.2172 -1.3169
H 0.7381 -0.5768 1.4470
H 0.9184 1.0288 0.7947
H -1.2533 0.3763 2.0230
H -1.6828 -0.5587 0.5701
H -3.2400 2.6882 0.5667
H 0.1077 -2.3320 0.4792
H 1.0210 -2.6697 -0.7282
```

Kohn-Sham gap	10.16	eV
SMILES	C[C@@H](N)CCC(=O)O
total energy	-402.35462	a.u.
energy relative to the best compared isomer or geometry (same formula, charge and spin)	14.8	kcal/mol

---

Formula: C4H10N2O
Source: the OMol25 dataset
Level of theory: ωB97M-V/def2-TZVPD

Geometry as XYZ:
```
17
Properties=species:S:1:pos:R:3
C -1.7838 0.5081 -1.5994
N -1.3394 0.0206 -0.2177
C 0.5781 1.0979 0.9106
C 0.1009 0.0385 -0.0998
C 0.7784 -1.3220 0.2000
N 2.0259 -1.2901 0.7825
O 0.1067 -2.3378 0.1725
H -2.8521 0.3246 -1.5730
H -1.2992 -0.2333 -2.2238
H -1.5926 1.5702 -1.7662
H -1.7164 0.6489 0.4811
H 1.6784 1.2331 0.9170
H 0.0429 2.0496 0.7814
H 0.2551 0.7284 1.8807
H 0.4415 0.0917 -1.1671
H 2.0815 -0.9379 1.7297
H 2.4940 -2.1904 0.7916
```

Kohn-Sham gap	9.80	eV
SMILES	CN[C@@H](C)C(N)=O
total energy	-343.12770	a.u.
energy relative to the best compared isomer or geometry (same formula, charge and spin)	46.3	kcal/mol